Record 1
Molecular formula: C10H18NS2
Method: DFT, the ωB97M-V functional and the def2-TZVPD basis

XYZ file:
```
31
Properties=species:S:1:pos:R:3:forces:R:3:lowdin_charge:R:1
C -0.548 1.253 -1.071 -1.6 -0.8 0.3 -0.013
C -0.171 0.004 -0.635 -0.4 0.2 -1.1 -0.261
C -1.873 1.882 -0.547 1.1 -0.4 -0.6 -0.209
C -2.312 1.140 0.649 2.0 -0.7 1.9 -0.233
C -2.464 -0.376 0.371 1.4 1.6 -2.4 -0.108
C -0.754 -2.329 -0.273 1.3 1.4 -0.5 -0.060
C 0.783 -2.175 -0.634 -2.2 2.1 1.3 -0.146
C -1.010 -0.893 0.326 -0.9 0.0 -3.5 -0.226
C 1.897 1.514 0.987 -0.9 0.7 1.8 -0.186
C 2.980 0.581 0.595 -1.6 -1.0 0.4 -1.040
N 0.965 -0.747 -1.000 -2.2 -0.1 2.1 0.018
S 3.193 -0.910 1.393 1.2 -0.2 0.6 0.919
S 3.696 1.084 -0.797 -1.4 3.9 -0.7 1.009
H -0.125 1.822 -1.889 0.7 -0.4 0.0 0.106
H -1.687 2.880 -0.200 0.4 0.8 -0.1 0.103
H -2.751 1.996 -1.216 0.9 -0.4 -0.4 0.131
H -1.566 1.455 1.505 -1.0 -1.4 -1.3 0.153
H -3.149 1.628 0.980 -2.7 0.7 0.9 0.078
H -3.005 -0.926 1.065 -1.2 -0.8 1.4 0.088
H -2.996 -0.459 -0.668 1.1 -0.1 1.8 0.166
H -1.308 -2.581 -1.198 0.0 0.6 0.5 0.127
H -0.980 -3.093 0.448 0.2 -0.4 0.3 0.107
H 1.345 -2.340 0.249 0.8 -0.6 0.9 0.039
H 1.122 -2.751 -1.402 0.8 -1.9 -2.0 0.088
H -0.571 -0.791 1.276 0.5 -0.2 1.6 0.126
H 2.132 2.529 0.610 -0.1 -0.5 0.4 0.094
H 0.836 1.327 0.603 1.1 -0.3 -0.6 0.076
H 1.616 1.554 2.090 1.1 -0.1 -1.1 0.128
H 1.537 -0.498 -1.753 0.5 0.4 -1.3 0.094
H 4.482 -1.350 1.015 -1.4 0.8 -0.1 -0.025
H 4.528 0.214 -1.059 2.5 -3.1 -0.5 -0.143
```
Forces are in eV/Å.

Values from the calculation:
Relative energy (zero: lowest compared OMol25 entry of this formula, charge and spin) ... 53.7 kcal per mole
Energy ... -33813.203 eV
Total charge ... +1
Gap between HOMO and LUMO ... 6.029 eV

Record 2
Molecular formula: C10H18Si
Method: DFT, the ωB97M-V functional and the def2-TZVPD basis

XYZ file:
```
29
Properties=species:S:1:pos:R:3:forces:R:3:lowdin_charge:R:1
C 0.361 0.571 -3.268 -2.8 -1.1 1.3 0.014
C -0.988 0.469 -3.164 -0.3 2.6 -2.1 -0.182
C -1.862 -0.157 -2.130 -1.5 -0.4 1.1 -0.245
C -1.128 -0.759 -0.948 3.3 -0.2 -2.1 -0.271
C -0.333 0.255 -0.082 -1.7 -3.5 1.7 -0.460
C -1.331 0.700 0.987 1.3 2.7 1.8 -0.123
Si 1.160 -0.645 0.673 -0.2 0.1 -0.5 0.675
C 2.336 0.729 1.299 1.8 -4.2 1.1 -0.277
C 2.198 2.025 1.282 -3.1 0.2 0.4 -0.079
C 0.322 -1.867 1.848 2.5 2.5 0.4 -0.265
C 0.655 -1.911 3.115 1.0 0.6 2.5 -0.083
H 0.797 1.155 -4.011 0.6 0.8 -1.2 0.028
H 1.010 0.086 -2.572 0.4 -0.3 0.4 0.039
H -1.622 1.125 -3.943 1.5 -1.6 1.6 0.134
H -2.580 0.602 -1.644 0.8 -0.8 -1.3 0.131
H -2.484 -1.008 -2.560 0.5 1.3 0.2 0.131
H -1.797 -1.280 -0.310 -0.5 -0.8 0.4 0.090
H -0.352 -1.463 -1.455 -1.4 0.5 1.1 0.119
H -0.052 1.102 -0.564 0.9 2.3 -1.9 0.051
H -0.829 1.628 1.526 -1.4 -1.5 -0.9 0.100
H -1.536 0.032 1.831 0.1 -0.3 -0.5 0.063
H -2.287 1.018 0.549 0.3 0.0 0.1 0.072
H 1.943 -1.602 -0.256 -0.4 0.9 0.3 0.008
H 3.302 0.258 1.795 -1.6 1.2 -1.2 0.088
H 2.915 2.571 1.801 1.1 1.5 0.4 0.029
H 1.146 2.422 1.140 1.6 0.0 -0.5 0.067
H -0.562 -2.291 1.569 -2.1 -1.7 -1.0 0.025
H 0.153 -2.501 3.886 -0.2 -0.1 -0.4 0.051
H 1.447 -1.267 3.605 -0.6 -0.8 -1.0 0.068
```
Forces are in eV/Å.

Values from the calculation:
Relative energy (zero: lowest compared OMol25 entry of this formula, charge and spin) ... 88.6 kcal per mole
Energy ... -18535.908 eV
SMILES ... C=CCC[C@@H](C)[SiH](C=C)C=C
Gap between HOMO and LUMO ... 10.528 eV

Record 3
Molecular formula: C10H19BBrClF2NO9PS
Method: DFT, the ωB97M-V functional and the def2-TZVPD basis

XYZ file:
```
46
Properties=species:S:1:pos:R:3:forces:R:3:lowdin_charge:R:1
C 4.167 -1.806 0.098 0.5 -0.3 1.2 -0.121
C 2.901 -2.857 0.106 1.7 -1.0 -0.3 -0.216
O 1.674 -2.352 -0.527 0.9 1.2 2.8 -0.099
C 1.139 -1.158 0.144 -3.0 0.2 -0.5 -0.384
C 1.328 -0.950 1.757 0.8 1.5 -0.8 -0.161
S 0.291 -2.092 2.831 1.8 -2.2 6.1 0.814
O 0.390 -1.505 4.293 -0.6 -1.0 -5.3 -0.463
O 0.785 -3.557 2.886 -1.7 4.5 -1.6 -0.422
O -0.336 -1.263 0.022 1.4 0.7 1.2 -0.032
B -0.998 -0.087 -0.638 1.9 -3.2 -3.3 -0.984
C -2.191 -0.680 -1.591 -1.5 -1.5 -0.2 -0.105
C -3.615 -0.987 -0.844 -0.9 0.9 -3.7 -0.688
C -4.572 -1.808 -1.940 -1.1 0.0 1.8 -0.189
Br -3.497 -2.145 0.781 0.0 0.9 -0.8 0.681
N -1.156 1.201 0.129 -2.8 2.1 1.8 0.193
C -2.059 1.095 1.332 -7.7 3.1 0.7 -0.133
O -3.349 1.533 1.308 9.3 -3.0 0.3 0.008
F -1.625 0.551 2.672 -0.4 1.5 -4.9 -0.011
C -1.425 2.405 -0.732 0.7 6.0 3.4 -0.139
O -1.161 3.620 -0.173 -1.7 -7.2 -4.0 -0.051
F -1.957 2.433 -2.111 1.9 -0.8 4.8 0.043
O 0.074 0.289 -1.627 2.5 0.8 1.7 -0.059
C 1.366 0.089 -0.893 0.8 -1.5 -3.9 -0.350
P 2.382 1.618 -0.372 -0.6 2.1 0.8 0.666
O 1.706 3.028 -1.217 0.0 -3.6 -1.0 -0.440
Cl 4.396 1.530 -1.165 -1.4 -0.2 -0.2 0.109
H 4.931 -2.214 0.919 -1.6 0.8 -1.7 0.097
H 4.774 -1.784 -0.910 -1.6 0.2 1.9 0.084
H 3.872 -0.717 0.487 0.7 -2.4 -1.1 0.030
H 3.251 -3.789 -0.552 -1.0 2.1 1.4 0.144
H 2.753 -3.286 1.194 -0.1 1.1 -2.1 0.118
H 2.431 -1.007 2.145 -2.2 -0.3 -0.5 0.122
H 0.954 0.156 2.004 0.6 -2.6 -0.5 0.124
H -1.086 -1.979 2.456 1.7 -0.1 -0.2 0.058
H -1.801 -1.729 -2.006 -0.7 2.3 0.9 0.144
H -2.433 -0.041 -2.551 0.4 -1.1 2.0 0.123
H -4.186 0.046 -0.666 1.3 -2.5 0.3 0.114
H -4.167 -2.889 -2.138 -0.6 2.2 0.1 0.081
H -4.800 -1.182 -2.902 0.8 -1.2 1.8 0.083
H -5.611 -1.952 -1.370 2.1 0.2 -1.4 0.075
H 2.046 -0.389 -1.745 -1.2 0.8 1.8 0.147
H 1.260 2.641 -2.051 0.8 1.0 1.6 0.074
O 0.867 5.935 0.989 0.0 0.5 -0.3 0.332
H 0.538 6.867 1.060 0.2 -0.7 -0.1 0.208
H 1.617 5.864 0.345 -0.5 -0.2 0.2 0.207
H 0.134 5.308 0.762 -0.1 -0.5 -0.3 0.167
```
Forces are in eV/Å.

Values from the calculation:
Energy ... -139386.803 eV
Gap between HOMO and LUMO ... 6.181 eV

Record 4
Molecular formula: C10H19BFINO7PS
Method: DFT, the ωB97M-V functional and the def2-TZVPD basis

XYZ file:
```
42
Properties=species:S:1:pos:R:3:forces:R:3:lowdin_charge:R:1
C 2.962 -0.205 -3.045 -7.1 -0.7 3.0 0.169
C 1.700 -0.363 -2.677 7.7 1.2 -1.4 -0.139
N 0.334 -0.308 -2.075 0.7 -0.8 -2.1 -0.100
C -0.450 0.723 -2.847 -0.8 2.0 -1.9 -0.058
C -0.438 2.217 -2.222 -0.6 0.8 0.0 -0.165
B -1.919 2.876 -2.597 -2.1 0.9 0.2 -0.404
O -2.856 3.224 -1.515 1.2 -2.6 -2.2 0.080
O -2.390 3.106 -3.946 2.4 0.5 2.0 0.105
O -0.331 2.293 -0.768 1.3 -1.3 -0.7 -0.144
C 0.745 1.433 -0.305 0.5 -1.0 0.2 -0.150
C 0.314 -0.136 -0.575 0.8 2.4 1.0 -0.514
C -1.177 -0.288 0.061 -0.7 -0.2 0.3 -0.135
C -1.554 -1.635 0.875 -0.7 -0.8 -0.1 -0.193
C -1.660 -1.447 2.494 0.2 -1.4 0.2 -0.193
C -0.569 -0.497 3.203 -1.1 1.6 0.1 -0.249
S 0.594 -1.359 4.381 0.7 -3.6 3.1 0.728
O 0.004 -1.272 5.778 1.6 0.5 -4.1 -0.360
O 0.972 -2.743 3.944 -1.4 4.5 0.7 -0.322
O 2.011 -0.391 4.403 -2.5 -0.5 -1.1 -0.204
P 1.702 -1.163 0.304 0.9 -0.5 2.3 0.651
O 3.249 -0.360 0.087 -1.5 -2.0 -1.1 -0.407
I 1.889 -3.384 -0.789 -0.3 1.1 0.1 0.580
H 4.115 -0.085 -3.130 -2.8 -0.4 -0.1 0.106
H -0.112 -1.238 -2.280 0.7 0.5 0.2 0.169
H -1.557 0.408 -2.983 2.1 0.1 0.4 0.153
H 0.058 0.802 -3.897 -1.2 -0.3 1.9 0.164
H 0.341 2.934 -2.680 -0.6 -1.5 0.5 0.166
H -3.225 2.375 -1.132 0.7 1.6 -0.2 0.119
H -1.665 3.466 -4.529 -1.1 -0.9 0.7 0.123
H 1.758 1.678 -0.807 -1.6 -0.4 0.6 0.139
H 0.923 1.518 0.843 -0.7 0.2 -2.1 0.143
H -1.385 0.583 0.814 0.7 -1.4 -1.7 0.137
H -1.980 -0.156 -0.777 1.6 -0.2 1.3 0.122
H -2.636 -1.931 0.535 2.0 0.5 0.6 0.118
H -0.911 -2.571 0.596 -0.8 1.9 0.6 0.089
H -2.754 -1.150 2.779 2.2 -0.1 -0.5 0.126
H -1.517 -2.512 2.960 -0.2 1.9 -0.9 0.130
H -1.162 0.260 3.869 1.4 -1.4 -1.0 0.124
H 0.075 0.142 2.499 -1.0 -1.2 0.8 0.052
H 2.101 -0.005 3.495 0.2 -0.7 0.9 0.062
H 3.840 -1.095 -0.244 -0.6 1.1 0.5 0.040
F 2.564 -3.746 1.901 0.0 0.5 -0.8 -0.858
```
Forces are in eV/Å.

Values from the calculation:
Energy ... -58110.129 eV
Gap between HOMO and LUMO ... 5.662 eV

Record 5
Molecular formula: C10H19N3O5
Method: DFT, the ωB97M-V functional and the def2-TZVPD basis

XYZ file:
```
37
Properties=species:S:1:pos:R:3:forces:R:3:lowdin_charge:R:1
N -3.514 1.325 -0.850 -0.2 0.0 0.5 0.008
C -4.015 -0.034 -0.882 -0.4 -0.9 0.0 -0.273
C -2.864 -1.020 -0.791 -0.2 -1.1 -0.8 -0.217
C -2.302 -1.217 0.589 0.4 0.5 1.3 -0.210
C -1.308 -2.370 0.799 -2.6 -1.2 0.9 -0.180
C -0.080 -2.307 -0.022 0.2 -0.9 -1.4 -0.370
N 0.693 -3.505 0.252 0.1 -0.3 0.7 0.070
C 0.709 -1.100 0.355 1.0 2.0 -0.7 -0.454
O 0.942 -0.827 1.508 0.3 -0.2 1.3 0.101
N 1.218 -0.290 -0.635 0.1 -0.2 0.4 0.128
C 1.903 1.005 -0.399 0.2 -2.1 -0.3 -0.196
C 1.025 2.001 0.290 0.3 0.7 1.7 -0.057
C -0.351 2.009 -0.317 0.2 0.4 1.1 -0.542
O -0.531 1.810 -1.487 -0.6 -0.2 -0.9 0.091
O -1.299 2.255 0.593 -0.3 -0.6 -0.4 0.078
C 3.305 0.736 0.193 0.1 0.7 0.3 -0.434
O 4.018 -0.203 -0.055 -0.8 0.5 0.1 0.117
O 3.751 1.779 0.982 0.7 -1.6 -0.7 0.083
H -4.309 1.921 -0.763 -0.5 0.8 0.1 0.084
H -3.092 1.539 -1.730 0.5 0.3 -0.6 0.078
H -4.638 -0.279 -1.785 0.5 0.4 0.6 0.122
H -4.663 -0.167 -0.002 0.1 0.0 -0.3 0.118
H -2.070 -0.702 -1.481 -0.2 -0.1 -0.1 0.107
H -3.255 -2.006 -1.153 0.4 0.6 0.1 0.129
H -3.141 -1.346 1.281 0.0 -0.2 0.0 0.117
H -1.801 -0.313 0.969 -0.2 0.1 -0.3 0.106
H -1.846 -3.343 0.547 0.8 1.0 0.3 0.139
H -1.075 -2.429 1.901 0.1 0.1 -1.2 0.139
H -0.316 -2.367 -1.122 0.1 0.4 1.0 0.164
H 1.199 -3.401 1.131 -0.1 -0.1 -0.1 0.091
H 1.357 -3.669 -0.470 0.7 -0.1 -0.5 0.068
H 0.706 -0.298 -1.483 -0.2 -0.1 -0.9 0.116
H 2.090 1.308 -1.420 0.3 0.5 -0.3 0.160
H 0.937 1.747 1.371 0.1 0.3 -0.8 0.142
H 1.471 3.013 0.206 -0.3 -0.5 0.1 0.150
H -2.184 1.898 0.249 0.4 0.5 -0.3 0.086
H 4.674 1.453 1.165 -0.9 0.7 0.1 0.143
```
Forces are in eV/Å.

Values from the calculation:
Relative energy (zero: lowest compared OMol25 entry of this formula, charge and spin) ... 5.3 kcal per mole
Energy ... -25387.694 eV
SMILES ... NCCCC[C@H](N)C(=O)N[C@@H](CC(=O)O)C(=O)O
Gap between HOMO and LUMO ... 9.989 eV

Record 6
Molecular formula: C10H19N3O5
Method: DFT, the ωB97M-V functional and the def2-TZVPD basis

XYZ file:
```
37
Properties=species:S:1:pos:R:3:forces:R:3:lowdin_charge:R:1
N -3.948 1.430 0.816 -1.7 1.3 2.2 -0.022
C -3.800 0.212 1.675 4.4 2.3 -1.8 -0.229
C -2.564 -0.647 1.163 -3.1 0.2 0.1 -0.205
C -2.827 -1.525 -0.028 -3.7 1.2 -1.6 -0.212
C -1.670 -2.057 -0.843 -1.0 -0.7 -0.2 -0.152
C -0.390 -1.232 -1.079 -1.6 -0.2 -0.4 -0.347
N -0.070 -1.321 -2.472 0.0 -0.5 -0.5 0.092
C 0.784 -1.700 -0.333 3.0 -4.3 -0.9 -0.362
O 1.195 -2.895 -0.539 -1.1 4.0 1.6 0.047
N 1.594 -0.807 0.397 -3.1 -1.0 -2.7 0.083
C 1.616 0.618 0.620 0.4 1.7 -0.1 -0.131
C 1.479 1.780 -0.535 -0.2 0.7 1.3 -0.027
C 2.603 1.741 -1.495 2.6 2.4 1.4 -0.498
O 3.481 2.613 -1.350 -1.6 -3.0 -1.6 0.095
O 2.586 0.695 -2.368 0.8 -0.4 0.4 0.080
C 0.717 1.057 1.858 -0.1 0.2 0.3 -0.392
O 0.675 2.153 2.391 0.2 -2.5 -1.2 0.121
O -0.011 -0.035 2.265 0.5 3.5 2.5 0.096
H -4.650 1.196 0.138 -0.1 -0.1 -0.8 0.035
H -4.533 2.118 1.434 1.6 -1.3 -1.5 0.105
H -4.643 -0.311 1.648 -3.6 -2.6 0.1 0.052
H -3.642 0.587 2.668 0.4 -0.2 0.6 0.103
H -2.420 -1.296 1.991 1.3 -0.5 0.8 0.106
H -1.818 0.020 0.873 1.3 1.1 0.4 0.061
H -3.334 -0.954 -0.954 0.4 -0.3 2.5 0.144
H -3.712 -2.217 0.317 2.1 0.4 -1.1 0.149
H -2.244 -2.445 -1.707 1.2 1.0 -0.7 0.127
H -1.291 -2.982 -0.592 0.9 -2.2 1.6 0.081
H -0.431 -0.232 -0.776 -1.1 2.1 0.4 0.102
H 0.903 -1.118 -2.576 0.4 0.5 -0.8 0.058
H -0.684 -0.695 -2.969 0.3 0.2 -0.4 0.095
H 2.158 -1.348 0.969 1.7 -0.8 1.1 0.124
H 2.689 0.575 0.904 -0.5 1.7 0.3 0.171
H 1.651 2.777 -0.028 -0.3 -1.5 0.0 0.144
H 0.566 1.999 -1.109 -0.3 -1.1 0.5 0.136
H 3.362 0.117 -2.188 -0.3 0.7 -0.6 0.149
H -0.064 -0.615 1.551 0.0 -1.9 -1.6 0.022
```
Forces are in eV/Å.

Values from the calculation:
Relative energy (zero: lowest compared OMol25 entry of this formula, charge and spin) ... 121.2 kcal per mole
Energy ... -25382.665 eV
SMILES ... NCCCC[C@H](N)C(=O)N[C@@H](CC(=O)O)C(=O)O
Gap between HOMO and LUMO ... 9.800 eV

no.,largest force on an atom (hartree/bohr),molecular weight (g/mol)
1,0.0821,216.40
2,0.0914,166.34
3,0.1908,524.47
4,0.1543,485.02
5,0.0586,261.28
6,0.1039,261.28